No. 1
ORCA calculation (ωB97M-V/def2-TZVPD) on a cluster of 17 separate species, H34O17 in total in a non-equilibrium geometry.

Results
* energy relative to the best compared isomer or geometry (same formula, charge and spin): 586.3 kJ/mol
* energy: -35355.93505 eV
* LUMO energy: -0.237 eV

The geometry in XYZ format:
```
51
Properties=species:S:1:pos:R:3:mulliken_charge:R:1
O 0.42 2.00 5.51 -0.6205
O -5.66 1.00 0.60 -0.6535
O 2.48 0.19 0.93 -0.7006
O 1.10 -0.29 -1.24 -0.5269
O 4.54 -0.45 -0.54 -0.6464
O 2.96 4.69 2.60 -0.5759
O -0.49 -5.09 1.25 -0.5858
O -2.05 -4.21 -1.13 -0.6515
O -0.15 4.53 0.74 -0.6294
O 0.65 -5.31 -3.11 -0.6221
O -1.73 0.86 3.33 -0.6051
O -1.74 1.63 0.88 -0.5874
O 4.30 1.26 2.54 -0.5558
O -2.23 -1.52 -1.53 -0.6661
O -3.33 2.20 -3.04 -0.5879
O 1.29 -2.34 -3.88 -0.6120
O -0.68 0.17 -3.81 -0.6328
H 0.23 2.28 4.65 0.2832
H 2.75 5.07 1.73 0.3182
H 3.78 -0.71 -1.14 0.3133
H -0.19 5.21 0.00 0.3037
H 3.42 3.97 2.42 0.2484
H 4.28 -0.79 0.43 0.3446
H -0.24 -4.29 1.63 0.2977
H -0.06 0.64 -3.21 0.2999
H 1.79 0.63 1.33 0.2113
H -0.51 3.69 0.47 0.2970
H 1.39 2.28 5.50 0.3212
H -0.66 0.78 -4.56 0.2786
H 0.93 -1.14 -0.64 0.2550
H -3.34 2.76 -2.32 0.2935
H 4.74 0.61 2.24 0.2203
H 0.68 -4.71 -3.87 0.3506
H -2.37 1.51 1.61 0.3257
H -6.37 0.41 0.01 0.3353
H 4.77 2.00 2.82 0.2921
H 1.79 -2.07 -3.00 0.2791
H 1.70 0.23 -0.70 0.3960
H -2.67 0.81 3.71 0.3329
H -5.18 1.47 -0.11 0.3164
H -2.36 -5.11 -1.36 0.3064
H -1.25 1.23 4.08 0.2780
H 0.47 -1.87 -4.00 0.3272
H -1.07 -4.24 -1.16 0.3090
H 0.75 -4.67 -2.39 0.2811
H -2.57 2.09 -3.59 0.2920
H -2.34 -2.58 -1.53 0.4025
H -2.14 -1.00 -2.38 0.3159
H -1.29 -5.34 1.55 0.2903
H -1.70 0.75 0.39 0.3045
H 3.20 0.78 1.26 0.4389
```



No. 2
ORCA calculation (ωB97M-V/def2-TZVPD) on the molecule C9H9NO2 in a non-equilibrium geometry.

Results
* energy relative to the best compared isomer or geometry (same formula, charge and spin): 493.3 kJ/mol
* energy: -15059.54452 eV
* LUMO energy: 0.239 eV

The geometry in XYZ format:
```
21
Properties=species:S:1:pos:R:3:mulliken_charge:R:1
O 0.54 3.01 -0.23 -0.5289
O 1.15 -1.78 1.10 -0.5435
N -2.07 -0.52 0.29 -0.5601
C 0.29 -0.96 0.61 0.2835
C -1.11 -1.29 0.61 0.3803
C -0.63 0.87 -0.64 0.7649
C 2.94 0.91 -0.80 -0.3084
C -0.13 2.19 -1.23 -0.8901
C 0.45 0.21 -0.09 1.2571
C -1.91 0.52 -0.37 -0.5906
C 1.80 0.49 -0.51 -1.2501
C -1.29 -2.59 1.34 -1.0714
H -2.33 -2.94 1.42 0.3239
H -0.97 -2.53 2.40 0.2625
H 3.94 0.89 -1.29 0.3833
H -1.03 2.67 -1.52 0.5389
H 1.49 2.67 -0.17 0.3269
H -0.57 -3.34 0.67 0.2389
H -2.84 1.09 -0.52 0.3633
H 2.07 -1.42 1.14 0.3380
H 0.23 1.86 -2.22 0.2816
```



No. 3
ORCA calculation (ωB97M-V/def2-TZVPD) on the molecule C14H12N4O2S in a non-equilibrium geometry.

Results
* energy relative to the best compared isomer or geometry (same formula, charge and spin): 89.8 kJ/mol
* energy: -35602.78217 eV
* LUMO energy: 0.186 eV

The geometry in XYZ format:
```
33
Properties=species:S:1:pos:R:3:mulliken_charge:R:1
S 1.62 -2.81 -0.57 -0.2512
O 0.92 -0.05 -1.34 -0.2731
O -0.15 -0.70 3.51 -0.6612
N -1.82 -1.34 0.45 -0.6770
N -0.85 -1.99 -0.21 -0.3468
N 0.56 -1.76 1.63 -0.0642
N -0.71 0.87 -2.51 -0.5616
C -0.63 3.26 -0.83 -0.4494
C -0.39 -1.07 2.39 0.3534
C 1.13 3.21 1.32 -0.7226
C 1.10 -2.32 -2.26 -0.5762
C 0.13 1.03 -1.53 0.4198
C -0.59 4.32 0.06 -0.5321
C 0.29 4.29 1.13 -0.3879
C -2.72 -0.09 2.29 -1.1168
C 0.30 -2.15 0.36 0.5745
C -1.64 -0.87 1.63 0.8723
C 0.22 2.16 -0.64 0.2986
C 0.51 -0.96 -2.26 0.5787
C -0.49 -0.39 -2.98 -0.7176
C 1.10 2.14 0.44 -0.2581
H -1.06 -0.79 -3.79 0.4606
H -1.24 5.16 -0.09 0.4065
H 1.81 3.19 2.16 0.3961
H 2.03 -2.37 -2.84 0.4035
H -3.62 -0.12 1.68 0.3627
H -2.91 -0.50 3.28 0.3195
H 0.32 5.12 1.82 0.4031
H -2.39 0.94 2.41 0.2455
H 1.48 -1.92 2.05 0.2232
H -1.30 3.25 -1.67 0.4854
H 0.38 -3.04 -2.64 0.3476
H 1.75 1.30 0.59 0.4447
```



No. 4
ORCA calculation (ωB97M-V/def2-TZVPD) on a structure of composition C5H8O.

Results
* energy relative to the best compared isomer or geometry (same formula, charge and spin): 319.2 kJ/mol
* energy: -7358.94674 eV
* LUMO energy: 1.180 eV

The geometry in XYZ format:
```
14
Properties=species:S:1:pos:R:3:mulliken_charge:R:1
O -0.17 1.35 1.12 -0.3733
C 0.75 1.26 -0.73 -0.4746
C 1.08 1.14 0.56 -0.1815
C 0.21 -1.80 -0.33 -0.4934
C -0.79 -1.75 0.55 -0.5583
C -0.65 1.50 -0.25 -0.0725
H -1.82 -1.62 0.23 0.2964
H 1.93 0.94 1.19 0.3971
H -1.06 2.51 -0.40 0.2606
H 1.25 1.18 -1.68 0.3643
H 1.25 -1.90 -0.02 0.2713
H 0.03 -1.73 -1.39 0.2427
H -0.61 -1.81 1.62 0.2187
H -1.40 0.74 -0.47 0.1025
```



No. 5
ORCA calculation (ωB97M-V/def2-TZVPD) on the molecule C18H19NO4.

Results
* energy relative to the best compared isomer or geometry (same formula, charge and spin): 44.9 kJ/mol
* energy: -28655.37688 eV
* LUMO energy: 0.632 eV

The geometry in XYZ format:
```
42
Properties=species:S:1:pos:R:3:mulliken_charge:R:1
O 3.52 -2.94 2.81 -0.3966
O -2.46 1.87 -3.47 -0.6605
O 2.14 -3.56 4.49 -0.5277
O -0.83 6.79 -0.59 -0.5199
N -2.31 2.16 -1.24 -0.1578
C -0.39 -1.64 -1.04 0.4435
C -1.50 4.46 -0.91 -0.2347
C 0.61 -1.99 -0.02 0.0772
C -1.88 -2.28 -2.83 -0.6162
C -1.89 5.94 -0.94 -0.5956
C 0.45 -3.12 0.77 -0.8361
C 1.75 -1.20 0.16 -0.5871
C -0.80 -0.32 -1.20 -0.7511
C 1.39 -3.46 1.73 -0.2280
C -2.68 3.56 -1.25 -0.8988
C -2.19 1.43 -2.37 0.2762
C -2.27 -0.97 -2.99 -0.7538
C -0.95 -2.62 -1.86 -0.6834
C -1.74 0.02 -2.16 0.7402
C 4.53 -3.70 4.78 -1.1210
C 2.51 -2.65 1.91 0.5270
C 2.69 -1.53 1.11 -0.5003
C 3.24 -3.41 4.05 0.7375
H -2.29 -3.05 -3.47 0.4030
H 1.25 -4.33 2.35 0.3939
H 4.95 -4.62 4.40 0.2747
H -3.50 3.72 -0.53 0.3791
H 1.90 -0.33 -0.47 0.4827
H 5.24 -2.90 4.61 0.3302
H -1.11 4.22 0.08 0.2385
H -2.68 6.13 -0.21 0.3004
H -2.09 1.74 -0.35 0.2343
H -3.05 3.77 -2.25 0.3629
H -0.36 0.44 -0.57 0.6529
H -2.28 6.20 -1.94 0.3095
H -0.11 6.67 -1.22 0.3212
H -0.70 4.28 -1.64 0.3287
H -2.98 -0.68 -3.75 0.4648
H 4.32 -3.81 5.84 0.3378
H 3.57 -0.92 1.25 0.4459
H -0.42 -3.74 0.65 0.4715
H -0.63 -3.65 -1.75 0.5351
```



No. 6
ORCA calculation (ωB97M-V/def2-TZVPD) on a structure of composition C6H20Be2O8Ti in a non-equilibrium geometry.

Results
* energy relative to the best compared isomer or geometry (same formula, charge and spin): 227.7 kJ/mol
* net charge: +3
* energy: -46803.71195 eV
* LUMO energy (alpha / beta): -14.144 / -14.779 eV
* 2S+1: 4

The geometry in XYZ format:
```
37
Properties=species:S:1:pos:R:3:mulliken_charge:R:1
Ti 9.18 -0.19 9.70 1.4301
O 9.35 4.95 9.70 -0.5044
O 6.81 3.00 9.15 -0.1944
O 8.36 4.76 7.29 -0.3049
O 12.01 3.36 5.52 -0.3784
O 10.89 0.76 8.41 -0.8603
O 10.08 2.08 6.93 -0.9306
O 9.44 2.28 9.02 -0.7663
O 12.96 -0.48 9.95 -0.4853
C 7.35 5.82 7.40 -0.7103
C 10.59 5.63 9.60 -0.5943
C 11.54 4.40 4.69 -0.5099
C 10.34 1.89 8.21 1.3095
C 12.91 -0.47 11.39 -0.5919
C 5.43 2.86 9.64 -0.6544
Be 7.86 2.35 7.11 0.9564
Be 10.88 -0.12 6.07 1.0501
H 13.87 -0.77 11.79 0.2524
H 10.72 4.02 4.06 0.2821
H 11.38 4.91 9.81 0.2836
H 5.16 3.69 10.29 0.2896
H 6.39 5.39 7.13 0.2659
H 12.32 0.07 9.49 0.3377
H 12.65 0.47 11.89 0.2939
H 4.74 2.74 8.81 0.2725
H 11.24 5.27 5.28 0.2321
H 5.43 1.97 10.27 0.2956
H 9.47 4.04 9.40 0.3024
H 7.53 6.59 6.65 0.3225
H 7.30 3.28 9.94 0.2438
H 10.83 6.06 8.62 0.2637
H 10.78 6.50 10.24 0.3190
H 9.14 4.96 7.83 0.2541
H 12.11 -1.16 11.67 0.2364
H 11.31 3.05 6.09 0.3920
H 7.33 6.21 8.41 0.3072
H 12.29 4.83 4.02 0.2931
```



No. 7
ORCA calculation (ωB97M-V/def2-TZVPD) on a structure of composition C17H10BrN3NiOSe.

Results
* energy relative to the best compared isomer or geometry (same formula, charge and spin): 0.0 kJ/mol
* energy: -200742.32891 eV
* LUMO energy (alpha / beta): -1.231 / -1.232 eV

The geometry in XYZ format:
```
34
Properties=species:S:1:pos:R:3:mulliken_charge:R:1
Br -5.89 -1.64 3.26 -0.2119
Se -0.22 3.69 -0.84 -0.0884
Ni -0.13 1.43 -0.11 -0.1890
O -1.79 1.83 0.57 -0.6265
N 1.69 0.98 -0.59 -0.2195
N 1.71 3.78 -3.13 -0.5264
N -0.31 -0.45 0.18 -0.1203
C 4.13 -0.04 -1.47 -0.5179
C -1.30 -1.03 0.77 0.9575
C 3.07 -0.93 -1.17 1.0958
C -4.57 -0.59 2.40 -0.2031
C 2.71 1.78 -0.84 -0.0668
C -4.78 0.80 2.26 -0.3566
C 3.15 -2.34 -1.31 -0.8609
C 1.87 -0.37 -0.71 0.0655
C -3.84 1.58 1.64 -0.6625
C -3.44 -1.16 1.91 -0.5751
C -2.63 1.03 1.13 0.2695
C 0.88 -2.54 -0.48 -0.7335
C 0.78 -1.18 -0.33 1.0877
C 0.96 3.75 -2.25 0.2338
C 3.95 1.30 -1.28 -0.9059
C 2.07 -3.11 -0.98 -0.8899
C -2.45 -0.37 1.27 -0.1625
H 4.74 2.01 -1.49 0.3855
H -5.68 1.24 2.65 0.4043
H -1.26 -2.11 0.92 0.2271
H 4.06 -2.78 -1.67 0.3916
H 2.55 2.83 -0.69 0.8271
H -3.99 2.65 1.53 0.4577
H 0.06 -3.20 -0.23 0.2919
H 2.13 -4.19 -1.09 0.3821
H 5.07 -0.44 -1.84 0.4215
H -3.28 -2.23 2.01 0.4181
```



No. 8
ORCA calculation (ωB97M-V/def2-TZVPD) on a cluster of 2 separate species, C5H15NO in total in a non-equilibrium geometry.

Results
* energy relative to the best compared isomer or geometry (same formula, charge and spin): 246.9 kJ/mol
* energy: -8963.79997 eV
* LUMO energy: 0.973 eV

The geometry in XYZ format:
```
22
Properties=species:S:1:pos:R:3:mulliken_charge:R:1
O -0.18 2.77 1.58 -0.6702
N 0.10 0.90 -1.03 -0.2502
C 1.11 0.61 -2.10 -0.8099
C -0.47 -0.23 -0.33 0.0759
C -1.69 0.13 0.45 -1.3870
C 0.78 -0.83 0.59 -0.0607
C 0.31 -2.12 1.15 -1.2248
H 1.89 1.46 -2.22 0.2568
H -1.31 0.64 1.29 0.4776
H 1.55 -1.08 -0.24 0.1460
H 1.66 -0.34 -1.86 0.2875
H -2.48 0.84 -0.04 0.2883
H -0.81 -0.99 -1.26 0.0938
H 0.43 -3.01 0.44 0.2751
H -0.38 2.46 0.77 0.3282
H 0.98 -2.43 1.90 0.3922
H 0.62 0.45 -3.13 0.2529
H -0.69 -2.12 1.35 0.2991
H -2.31 -0.71 0.78 0.3776
H 1.12 -0.11 1.30 0.2309
H 0.46 2.19 2.10 0.3322
H -0.68 1.53 -1.49 0.2887
```



No. 9
ORCA calculation (ωB97M-V/def2-TZVPD) on the ion C19H41BNO3 with charge -1.

Results
* net charge: -1
* energy: -28676.95687 eV
* LUMO energy: 2.460 eV

The geometry in XYZ format:
```
65
Properties=species:S:1:pos:R:3:mulliken_charge:R:1
O -4.73 -3.10 1.14 -0.6566
O -5.97 1.14 2.20 -0.3757
O 6.31 -3.27 0.77 -0.4070
N -3.50 -2.60 -0.75 0.3801
C 3.67 1.91 -1.05 -0.6399
C 5.34 1.23 0.79 -0.5741
C -2.23 -2.86 -0.09 -1.1315
C 6.82 -0.86 0.70 -0.5931
C -3.23 0.69 -0.69 -0.2205
C 1.14 2.34 -0.90 -0.8830
C 6.62 -2.17 -0.08 -0.6042
C -1.38 2.37 -1.31 -0.9240
C 2.31 1.46 -0.48 -0.5315
C 4.95 -3.31 1.17 -0.5653
C -5.29 1.43 0.95 -0.9102
C -3.90 -3.68 -1.63 -1.0800
C -7.34 1.40 2.19 -0.6874
C -5.26 -1.05 0.00 -0.3823
C 4.66 2.37 0.02 -1.0554
C 6.32 0.40 -0.03 -0.4287
C -2.76 2.16 -0.68 -0.7208
C -0.23 1.81 -0.47 -0.2308
C -4.55 -2.31 0.23 0.0731
B -4.28 0.24 0.50 0.7966
H 7.53 -2.46 -0.61 0.3328
H 5.44 3.02 -0.41 0.4272
H -2.34 0.06 -0.62 -0.2951
H 4.48 -2.33 1.12 0.1888
H -5.44 -0.94 -1.08 0.2614
H 4.11 1.08 -1.62 0.2757
H -1.20 3.44 -1.46 0.3928
H -3.48 2.79 -1.20 0.2959
H -7.91 0.63 1.64 0.2392
H 4.57 0.58 1.22 0.2934
H 7.87 -0.75 0.95 0.2888
H 3.51 2.72 -1.76 0.4804
H 5.89 1.66 1.64 0.3492
H -3.63 -0.14 1.48 -0.2421
H 4.90 -3.66 2.20 0.2412
H -0.42 2.08 0.58 0.2375
H 5.83 -2.04 -0.83 0.3673
H 4.39 -4.01 0.53 0.2677
H 7.17 1.04 -0.30 0.2676
H -7.57 2.38 1.73 0.2695
H 5.85 0.11 -0.98 0.2981
H -6.20 -1.07 0.55 0.1680
H -6.07 1.58 0.18 0.4617
H 1.28 3.35 -0.49 0.2430
H 2.09 0.43 -0.79 0.3783
H -3.65 0.47 -1.69 0.1712
H -2.16 -2.24 0.81 0.3615
H -4.59 -3.32 -2.41 0.2076
H 2.38 1.44 0.62 0.3173
H -1.40 -2.57 -0.75 0.3063
H 1.17 2.44 -2.00 0.3890
H -0.22 0.72 -0.52 0.1745
H -2.10 -3.91 0.20 0.3793
H -1.36 1.88 -2.29 0.2905
H 4.12 2.99 0.74 0.3682
H -7.70 1.41 3.22 0.2351
H -2.71 2.53 0.36 0.3043
H -4.39 -4.50 -1.09 0.4066
H -3.02 -4.07 -2.13 0.3617
H -4.80 2.40 1.09 0.1709
H 6.28 -0.97 1.64 0.4195
```



What did the fourth record say?
ORCA calculation (ωB97M-V/def2-TZVPD) on a structure of composition C5H8O.

Results
* energy relative to the best compared isomer or geometry (same formula, charge and spin): 319.2 kJ/mol
* energy: -7358.94674 eV
* LUMO energy: 1.180 eV

The geometry in XYZ format:
```
14
Properties=species:S:1:pos:R:3:mulliken_charge:R:1
O -0.17 1.35 1.12 -0.3733
C 0.75 1.26 -0.73 -0.4746
C 1.08 1.14 0.56 -0.1815
C 0.21 -1.80 -0.33 -0.4934
C -0.79 -1.75 0.55 -0.5583
C -0.65 1.50 -0.25 -0.0725
H -1.82 -1.62 0.23 0.2964
H 1.93 0.94 1.19 0.3971
H -1.06 2.51 -0.40 0.2606
H 1.25 1.18 -1.68 0.3643
H 1.25 -1.90 -0.02 0.2713
H 0.03 -1.73 -1.39 0.2427
H -0.61 -1.81 1.62 0.2187
H -1.40 0.74 -0.47 0.1025
```



energy of number 5 (C18H19NO4)?
-28655.37688 eV